This record from the OMol25 dataset describes C12H19Cl2N3OSc as an isolated structure. The level of theory is ωB97M-V/def2-TZVPD.

CARTESIAN COORDINATES (ANGSTROEM)
Sc (-1.1592, -0.6946, -0.6524)
Cl (-1.6417, 1.2798, 0.5552)
Cl (-0.0400, -2.5618, -1.5142)
C (-3.0684, -1.5781, -0.3404)
H (-3.2251, -2.5020, -0.9325)
H (-3.9901, -0.9450, -0.3495)
C (1.4601, 1.1165, -2.1369)
C (0.2392, 0.7666, -2.4524)
H (2.2085, 0.3720, -1.8300)
C (-0.9053, 1.7538, -2.6287)
H (-0.0356, -0.2886, -2.6966)
C (-0.3760, 3.0856, -3.1242)
H (-1.7327, 1.3339, -3.2449)
H (-1.2880, 1.8700, -1.5760)
C (0.8601, 3.5708, -2.3617)
H (-0.1527, 2.9442, -4.1841)
H (-1.1415, 3.8542, -3.0557)
C (1.9710, 2.5201, -2.2686)
H (1.2800, 4.4392, -2.8716)
H (0.5723, 3.9082, -1.3558)
H (2.6546, 2.6014, -3.1325)
H (2.5744, 2.7681, -1.3924)
C (2.6920, -1.2522, 3.3057)
N (1.3327, -1.5664, 2.9082)
C (0.6138, -2.4290, 3.6690)
C (-0.6586, -2.7555, 3.3527)
C (-1.2330, -2.1005, 2.2290)
N (-0.4539, -1.3840, 1.3897)
C (0.8373, -1.0488, 1.6906)
O (1.5271, -0.3362, 0.9443)
N (-2.5439, -2.1743, 2.0290)
H (2.9009, -1.7991, 4.2311)
H (2.7669, -0.1724, 3.4753)
H (3.3830, -1.5651, 2.5163)
H (1.1093, -2.8500, 4.5426)
H (-1.2955, -3.4073, 3.9308)
H (-3.0177, -2.9345, 2.5078)
H (-3.0244, -1.8390, 0.8238)

M	337.2	g/mol
E	-2389.416214	Ha
ΔE to the lowest compared entry with this formula, charge and spin	48.2	kcal/mol
HOMO energy	-3.2	eV
total charge	-1
orbital gap	0.2279	hartree